Entry 1:
One molecule with the formula C10H11N in a non-equilibrium geometry. Source: OMol25; level of theory: ωB97M-V/def2-TZVPD.

Calculated values
Multiplicity: 3
E_LUMO (spin up / spin down): 0.890 / -0.663 eV
HOMO (spin up / spin down): -6.35 / -9.20 eV
Frontier orbital gap (spin up / spin down): 0.2659 / 0.3136 Eh

Positions of all 22 atoms, in Å:
H -0.3101 -1.8575 0.0088
C 3.8408 0.9547 0.0676
H -3.2914 0.1457 -0.1786
H -0.2674 -0.7928 1.3438
N 2.7434 1.6583 -0.1513
H 2.7451 -2.3037 0.0512
H -0.5249 3.4557 0.5024
C -1.0835 -0.0088 -0.4908
C -0.0168 -0.8186 0.2717
H -2.6902 -1.3647 -0.6158
H -0.9761 -0.0736 -1.5472
C 2.5743 -1.1436 0.0477
C 1.6665 0.9017 -0.2405
C -0.8037 1.3966 -0.0195
H -2.6449 -0.8448 0.9483
H 4.7512 -0.9960 0.2968
C -1.2415 2.6283 0.2402
C -2.4818 -0.5003 -0.0884
H 4.8461 1.4239 -0.1515
C 3.7836 -0.4542 0.0554
H -2.3642 2.9136 0.2066
C 1.3746 -0.4493 -0.0083

Atomic forces in eV per Å
0.9 0.1 0.1
2.1 -1.3 -1.7
-1.1 1.6 -0.9
0.3 0.4 -0.2
-2.0 -1.3 -0.6
-1.1 2.2 0.2
-0.8 -0.9 -0.1
0.0 1.8 3.0
-2.0 -2.4 -0.8
-0.6 -1.8 -1.5
0.3 0.0 -0.9
1.2 -2.7 0.1
1.0 1.3 0.5
-2.1 1.9 -0.2
1.0 0.3 0.0
-1.4 0.6 -0.8
-0.5 -0.8 -0.2
1.0 -0.3 1.7
-1.2 -0.2 1.1
1.7 0.3 1.4
1.7 -0.4 0.0
1.4 1.7 -0.2

---

Entry 2:
One molecule with the formula C4H9NO2. Source: OMol25; level of theory: ωB97M-V/def2-TZVPD.

Calculated values
E_LUMO: 0.601 eV
HOMO: -9.48 eV
Frontier orbital gap: 0.3706 Eh

Positions of all 16 atoms, in Å:
H 1.3929 1.1084 0.1965
H -1.1654 -0.9818 -1.5689
C -1.1518 0.8243 -0.4627
O 1.1710 -1.3247 2.2095
N 1.5340 0.5816 1.0470
O -0.0760 1.3427 -1.2477
H -1.8891 -1.1710 -0.0292
C 1.0195 -0.6730 1.1888
C 0.3337 -1.2360 -0.0630
C -1.0368 -0.6894 -0.5165
H 0.2584 -2.3129 0.0995
H -2.1180 1.1325 -0.8855
H -0.2611 2.2677 -1.4454
H 1.0179 -1.0632 -0.8999
H -1.0843 1.2156 0.5647
H 2.0551 0.9792 1.8130

Atomic forces in eV per Å
0.0 -0.1 0.1
0.2 0.1 0.1
-0.3 -0.2 0.1
-0.2 0.2 -0.3
0.0 0.0 0.0
0.0 0.4 -0.2
0.2 0.2 0.4
0.0 0.0 0.0
0.0 -0.1 -0.1
-0.1 0.0 -0.2
0.0 0.1 -0.1
0.2 0.0 0.1
0.1 -0.1 0.0
0.0 -0.1 0.1
0.0 -0.2 -0.2
-0.1 -0.1 -0.1

---

Entry 3:
C10H24N4O4Sn as an isolated structure in a non-equilibrium geometry. Source: OMol25; level of theory: ωB97M-V/def2-TZVPD.

Calculated values
Total charge: +2
E_LUMO: -6.379 eV
HOMO: -13.71 eV
Frontier orbital gap: 0.2695 Eh

Positions of all 43 atoms, in Å:
H -0.9640 -3.2226 0.6386
H 3.0568 -4.0644 0.8172
C 0.9345 -3.2866 0.9903
H -0.1860 2.7993 3.1002
H -0.7658 -2.2810 2.2818
C -0.6098 0.5615 -3.0778
C 1.6163 3.2339 0.7611
H 0.7898 -1.6236 2.2609
N -0.5918 3.2359 -0.1588
H 1.9193 2.6074 1.6001
C -0.2190 0.7475 2.2400
O 0.6284 0.5516 1.3557
H 0.7311 2.3151 -2.9165
H -0.5624 -1.6346 -4.7867
C -0.7894 2.1382 2.4782
C -1.5561 -1.2731 -4.5222
C -0.3409 2.1193 -2.8949
N -0.2826 -3.8356 1.0630
H -0.2892 -4.8451 1.0959
H 2.4339 -3.9530 2.4073
O -0.1432 -0.2459 -2.2866
H -1.7431 1.9711 2.9789
H -0.7973 4.1090 0.3056
N -1.3624 0.1380 -4.0517
H -0.5806 2.4409 -1.8814
H -0.8641 2.8290 -3.5358
H -0.9425 2.4723 1.4520
C -0.1313 -1.5949 2.8430
H -2.0238 -1.8848 -3.7507
H -1.8309 0.8308 -4.6179
O 1.1094 -2.1213 0.5952
H -2.1298 -1.3514 -5.4456
H 0.0257 -2.0864 3.8031
O 0.7264 1.4946 -0.6393
C 2.1326 -4.1773 1.3841
N -0.5614 -0.2299 3.0271
H -1.2860 -0.1721 3.7284
H 1.9262 -5.2424 1.2788
Sn 0.5543 -0.5306 -0.4714
H 2.4774 3.4949 0.1460
H -1.3037 2.8561 -0.7663
H 1.1957 4.1077 1.2587
C 0.5995 2.6025 -0.0879

Atomic forces in eV per Å
-0.7 -0.9 0.0
-0.4 0.7 -0.4
2.3 -2.6 -0.6
0.2 -0.2 -0.2
-0.8 1.1 0.5
-0.9 3.4 -1.3
0.3 0.7 0.6
-0.3 0.7 1.4
0.4 0.3 -0.7
0.2 -0.4 -0.5
0.4 1.3 1.7
0.3 -0.2 1.9
0.0 -0.2 -0.5
0.0 -0.3 0.3
-0.8 -1.7 0.1
0.8 0.3 0.5
-0.5 -0.9 0.0
1.5 0.6 -0.5
-0.7 0.1 0.0
-0.3 -0.1 0.2
-0.2 -1.0 -2.6
-0.1 0.4 0.0
0.3 0.0 -0.2
-1.4 -0.1 -1.9
-0.1 -0.9 -1.8
0.0 -0.6 -0.6
-0.4 0.3 1.4
1.0 -0.6 0.4
0.2 0.1 -0.1
0.2 0.1 0.0
1.4 -3.7 2.0
-0.2 0.6 0.3
0.0 0.3 0.1
0.9 3.6 -1.3
-0.3 0.0 -0.2
-1.4 -1.8 0.9
0.0 0.8 -0.1
-0.4 0.0 0.3
0.3 -0.2 0.0
0.1 0.1 0.2
-0.3 0.3 0.7
0.2 0.3 -0.4
-0.7 0.1 0.4

---

Entry 4:
A 2-piece molecular cluster, C4H7NO overall. Source: OMol25; level of theory: ωB97M-V/def2-TZVPD.

Calculated values
E_LUMO: 1.022 eV
HOMO: -8.35 eV
Frontier orbital gap: 0.3444 Eh

Positions of all 13 atoms, in Å:
N 0.5275 -1.3822 0.9082
H -0.3244 1.9180 0.3950
H -0.4020 0.0772 -2.0895
H -0.5920 -1.0516 2.5810
C 0.1168 1.3612 -0.4617
C 0.7741 -1.9057 -0.1712
H 0.7244 0.2310 2.1304
C -0.8739 0.8336 -1.4600
H -1.2337 1.6663 -2.0783
O 1.3143 1.2193 -0.5402
H 1.5693 -2.6578 -0.1743
C 0.1919 -0.6918 1.9237
H -1.7417 0.4087 -0.9445

Atomic forces in eV per Å
0.0 -0.2 -0.4
0.1 0.0 -0.1
-0.1 0.1 0.1
0.1 0.0 -0.1
0.2 0.0 -0.1
-0.1 0.2 0.6
-0.1 -0.1 -0.1
0.1 -0.1 0.0
0.1 -0.1 0.1
-0.5 0.1 0.0
-0.1 0.1 0.0
0.0 -0.1 0.0
0.1 0.1 0.0

---

Entry 5:
An isolated ion of composition C2H3O5S2 and charge -1 in a non-equilibrium geometry. Source: OMol25; level of theory: ωB97M-V/def2-TZVPD.

Calculated values
Total charge: -1
E_LUMO: 3.644 eV
HOMO: -4.85 eV
Frontier orbital gap: 0.3120 Eh

Positions of all 12 atoms, in Å:
C 1.1575 0.8558 0.2657
O -2.2663 1.1405 -1.2633
H 1.6320 1.9034 -0.0297
C 0.3874 0.1537 -0.8188
O -1.4721 1.1752 1.0116
O 0.4286 -1.9495 1.1083
O -1.5706 -1.1348 -0.1422
O 0.4089 -2.4782 -1.2478
S 0.0468 -1.5238 -0.2250
S -1.3110 0.6355 -0.2823
H 0.6156 1.0070 1.1458
H 1.9431 0.2151 0.4776

Atomic forces in eV per Å
1.9 2.9 -1.9
1.2 -0.7 0.6
-1.0 -2.1 0.3
-1.7 0.7 1.5
-0.1 0.7 1.8
0.0 0.7 -0.2
0.6 0.5 -0.5
-0.8 0.2 0.1
-0.4 0.4 -0.4
-1.0 -2.5 -3.5
-0.6 0.3 1.5
2.0 -1.0 0.7

---

Entry 6:
A 4-piece molecular cluster, C2H14N2O3 overall in a non-equilibrium geometry. Source: OMol25; level of theory: ωB97M-V/def2-TZVPD.

Calculated values
E_LUMO: 0.777 eV
HOMO: -9.82 eV
Frontier orbital gap: 0.3895 Eh

Positions of all 21 atoms, in Å:
N 1.3060 0.7351 -1.0621
O 3.8777 -0.6445 0.0213
H -3.5295 0.6731 1.4889
H 1.0359 -1.0268 0.4364
H 0.0713 1.6967 0.4895
H -0.1204 -1.4308 2.3662
H -3.1293 0.0931 -2.3076
N -0.4523 -0.5660 2.0288
C 0.6671 -0.1623 1.0190
O -2.3393 -0.2981 -2.5723
H 4.4309 -1.2013 -0.5777
H -2.2587 0.0371 1.3099
C 0.2239 0.7994 -0.0207
H -0.3272 0.1070 2.7838
H 1.2180 1.4846 -1.7074
H 3.2718 -0.2488 -0.5816
O -3.0244 0.3293 0.7856
H 1.2296 -0.1220 -1.6643
H -2.1566 -0.7642 -1.8203
H -0.7304 0.4444 -0.4717
H 1.5603 0.1580 1.6219

Atomic forces in eV per Å
-0.1 -0.6 0.1
1.6 -1.5 -0.2
-1.6 0.9 1.0
-0.4 -0.2 0.8
0.0 2.1 -0.1
0.1 -1.2 0.8
-2.3 1.5 0.3
1.3 1.9 -1.9
0.2 -1.7 1.6
1.1 0.8 -3.2
-0.5 0.6 0.9
0.6 -0.5 -0.5
0.1 -2.4 -1.7
-0.2 -0.3 0.1
-0.1 0.8 -0.5
-1.2 1.0 -0.6
1.0 -0.5 -0.6
-0.4 1.0 1.1
1.2 -2.2 3.0
0.4 0.5 0.5
-0.7 0.1 -0.8

---

Entry 7:
A 2-piece molecular cluster, C8H13N3O overall in a non-equilibrium geometry. Source: OMol25; level of theory: ωB97M-V/def2-TZVPD.

Calculated values
E_LUMO (spin up / spin down): -0.074 / 0.691 eV
HOMO (spin up / spin down): -7.85 / -7.17 eV
Frontier orbital gap (spin up / spin down): 0.2857 / 0.2889 Eh

Positions of all 25 atoms, in Å:
H -3.6924 -1.0619 0.8899
H -2.4260 -2.0805 0.5396
C 1.1093 2.1794 0.8112
H 4.3335 -1.0276 -2.1159
C -1.7269 -0.1675 0.3262
H 0.3965 2.4924 -0.0004
H -1.0301 -1.1049 -1.6339
N 2.7520 0.5925 1.4060
C 3.3549 -0.3615 0.7357
N 2.0578 0.6376 -0.7439
H 4.0861 -0.9611 1.2215
C -0.7135 -0.6392 -0.6744
C -2.5840 -1.1720 1.0766
H 1.1811 2.5961 1.8009
H -2.5467 -0.9760 2.1661
N 1.8999 1.1514 0.5317
H -0.1666 -1.5586 -0.1795
H 3.5346 -2.2653 -1.3827
C 2.9097 -0.3946 -0.6142
C -1.3822 1.0485 1.1213
H 0.1259 0.0276 -0.9338
H 2.6330 -1.2420 -2.4733
O -2.3636 1.1217 0.1449
H -1.7177 1.4447 2.0340
C 3.3396 -1.2439 -1.7400

Atomic forces in eV per Å
1.0 0.6 -0.2
0.6 -1.5 1.0
-2.5 1.0 -0.9
0.0 0.8 -0.3
0.2 1.2 1.7
1.2 -0.1 1.2
-0.6 0.5 0.6
-0.7 0.2 0.3
-0.2 -0.1 -0.6
-0.2 -0.4 0.8
0.4 -0.4 0.2
1.7 -2.6 0.0
-2.0 1.2 -0.9
-0.1 0.1 -0.1
0.6 -1.2 -0.6
2.7 -1.9 -1.9
-0.9 1.7 -0.6
-0.6 0.0 0.0
-0.1 2.1 1.3
-0.2 -0.4 -2.3
-1.0 0.1 0.3
-1.8 -0.1 -2.2
0.5 0.2 -0.6
0.0 0.0 1.6
2.1 -1.0 2.2

---

Taking the records one at a time from the top gives relative energy (zero: lowest compared OMol25 entry of this formula, charge and spin) values of 119.1 60.3 0.0 368.2 207.6 127.4 665.5 kJ/mol.
Taking the records one at a time from the top gives electronic energy values of -12031.555 -9879.436 -30724.358 -7795.828 -34029.326 -11423.106 -15018.133 eV.